[1]
67
Properties=species:S:1:pos:R:3:forces:R:3:lowdin_charge:R:1 method="wB97M-V/def2-TZVPD" charge=+2 e_tot_ev=-114863.4189 e_lumo_ev=-7.94 homo_energy_ev=-16.358 relative_energy_kcal_mol=0.0
Zn 0.7622 3.2741 -3.6683 -1.8 -0.3 0.4 1.18
Cl -0.2013 2.6346 -0.7090 -1.4 -0.7 1.2 0.70
O -0.1506 3.6894 0.2344 0.3 0.2 -0.3 -0.26
O 0.8495 2.9029 -1.7595 1.3 0.4 -1.2 -0.42
O 0.1608 1.3921 -0.0776 0.4 0.1 -0.4 -0.33
O -1.4562 2.5158 -1.3559 0.2 0.2 -0.2 -0.28
C 4.0617 2.3519 1.9201 -0.5 0.4 0.4 -0.07
C 3.1636 1.5204 2.8330 0.5 -1.6 0.0 -0.24
C 1.8499 2.1595 3.1977 -0.2 1.1 0.1 -0.14
N 0.9250 1.3599 4.1011 1.4 -0.6 -2.4 -0.26
C 1.5710 1.2014 5.4244 -1.5 -0.2 0.8 0.05
C 0.6417 0.0121 3.4307 -0.8 0.3 0.5 -0.09
C -0.7143 -0.4209 3.9921 -0.5 0.0 0.2 -0.14
C -1.4381 0.8820 4.3670 -0.3 0.9 -0.9 -0.12
C -0.4323 1.9736 3.9876 -0.9 0.4 1.3 -0.10
H 4.2471 3.3484 2.3247 -0.2 0.1 -0.1 0.09
H 3.5295 2.4138 0.9703 0.4 0.3 -0.2 0.07
H 5.0530 1.9264 1.7893 -0.2 -0.4 -0.1 0.09
H 3.7076 1.0787 3.6722 0.1 0.7 0.3 0.11
H 2.9257 0.6054 2.2726 -0.1 0.1 -0.1 0.11
H 1.3071 2.3815 2.2784 -0.1 -0.2 0.0 0.11
H 1.9123 3.1252 3.7075 0.5 0.0 0.0 0.15
H 0.9028 0.5492 5.9905 0.1 0.2 0.3 0.12
H 1.6319 2.1752 5.9031 0.1 0.0 0.0 0.12
H 2.5356 0.7111 5.3886 0.1 0.1 -0.5 0.11
H 1.4153 -0.7299 3.5967 0.3 0.3 -0.1 0.14
H 0.5144 0.3007 2.3884 0.3 -0.4 -0.2 0.12
H -0.6505 -1.1004 4.8393 0.2 0.0 0.0 0.12
H -1.2990 -0.9022 3.2100 0.2 -0.3 0.1 0.11
H -1.8862 0.9940 5.3503 0.5 -0.4 0.3 0.12
H -2.2690 1.0705 3.6842 -0.2 -0.3 0.1 0.12
H -0.5510 2.8902 4.5655 0.4 -0.1 0.2 0.15
H -0.6151 2.2633 2.9560 0.5 -0.2 -0.1 0.13
C -0.2019 -3.7134 1.1222 0.2 0.1 -0.7 -0.07
C -0.2134 -2.6688 -0.0083 -0.6 0.4 0.8 -0.24
C -0.3389 -3.3396 -1.3586 -0.5 -0.2 0.3 -0.13
N -0.6060 -2.4137 -2.5278 0.0 0.0 2.0 -0.26
C 0.5159 -1.4432 -2.5621 1.2 -0.1 -2.0 0.01
C -0.7764 -3.2096 -3.8050 0.3 -0.1 -0.4 -0.07
C -2.0477 -2.6990 -4.4884 0.1 0.7 0.8 -0.10
C -2.3708 -1.3913 -3.7376 0.1 0.4 -0.7 -0.14
C -1.8914 -1.6654 -2.3296 -1.1 0.5 0.0 -0.10
H 0.5177 -4.5082 0.9214 0.1 0.0 0.1 0.09
H -1.1857 -4.1726 1.2036 0.0 0.0 0.2 0.09
H 0.0696 -3.2108 2.0472 -0.1 -0.2 0.2 0.07
H 0.6478 -2.0049 0.0784 0.2 -0.2 -0.2 0.11
H -1.0755 -2.0312 0.2159 0.0 0.1 -0.3 0.11
H -1.2014 -4.0072 -1.3589 0.1 -0.2 0.1 0.14
H 0.5737 -3.9126 -1.5231 -0.1 0.0 -0.5 0.15
H 1.4361 -2.0258 -2.6447 0.0 0.0 0.3 0.12
H 0.6044 -0.7229 -1.7570 -0.6 -0.3 0.3 0.09
H 0.4846 -0.9122 -3.5164 -0.3 0.2 0.2 0.11
H 0.1360 -3.0578 -4.3786 -0.1 0.0 -0.1 0.14
H -0.8457 -4.2652 -3.5561 0.1 0.0 0.1 0.13
H -1.8842 -2.5208 -5.5457 -0.2 -0.2 -0.1 0.13
H -2.8922 -3.3542 -4.2854 0.2 -0.4 -0.4 0.13
H -1.8677 -0.5359 -4.1893 0.1 -0.1 0.1 0.08
H -3.4335 -1.1687 -3.8022 0.0 0.0 0.3 0.13
H -1.7481 -0.8072 -1.6759 0.3 0.2 -0.3 0.13
H -2.6691 -2.2422 -1.8215 0.5 -0.6 0.0 0.15
P -1.4769 2.4479 -5.1082 -1.7 1.0 -1.6 0.18
F -1.3251 1.1897 -6.0389 0.1 -0.3 0.3 -0.07
F -2.1517 3.3311 -6.2090 0.0 -0.1 0.0 -0.06
F -2.8310 1.9965 -4.5010 0.0 -0.2 0.7 -0.05
F -1.3612 3.8107 -4.1156 0.5 -0.4 0.4 -0.17
F -0.6057 1.7001 -3.8907 0.4 -0.5 0.0 -0.21
F 0.0116 2.9787 -5.6588 1.9 0.3 0.7 -0.17

---

[2]
55
Properties=species:S:1:pos:R:3:forces:R:3:lowdin_charge:R:1 method="wB97M-V/def2-TZVPD" charge=+1 e_tot_ev=-32671.7823 e_lumo_ev=-2.00 homo_energy_ev=-10.053 relative_energy_kcal_mol=24.3
C 1.0540 -6.0633 -1.1841 -0.5 0.2 -0.1 -0.09
C 1.4954 -5.0018 -0.1580 -0.4 -0.9 0.4 -0.22
C 0.3284 -4.0570 0.1718 1.2 1.4 -0.9 -0.11
N 0.7429 -2.8410 1.0139 0.3 1.7 1.0 -0.23
C 1.8406 -2.0229 0.2409 -1.1 -1.0 0.7 0.07
C -0.4796 -1.9772 1.3397 -1.3 -0.7 -0.9 -0.12
C -0.2498 -1.1246 2.5602 2.0 0.6 -0.5 -0.14
C 1.0062 -1.7608 3.1816 0.1 -0.2 0.4 -0.15
C 1.1881 -3.0776 2.4469 0.6 -1.2 0.0 -0.12
H 0.1867 -6.5920 -0.7889 0.0 -0.2 -0.2 0.08
H 1.8099 -6.7772 -1.5113 0.2 0.0 0.7 0.08
H 0.7613 -5.6258 -2.1386 -0.2 0.4 0.1 0.08
H 2.4401 -4.6009 -0.5253 -0.3 0.7 0.2 0.11
H 1.6793 -5.4703 0.8089 0.5 -0.4 -0.1 0.11
H -0.5040 -4.5721 0.6512 0.2 0.1 0.1 0.14
H -0.0118 -3.5359 -0.7230 -0.4 -0.3 -0.2 0.12
H 2.7520 -2.5991 0.4005 0.0 0.3 -0.4 0.10
H 1.9494 -1.0145 0.6403 -0.2 -0.2 0.2 0.09
H 1.5004 -1.9620 -0.7929 0.2 0.0 0.0 0.09
H -0.7941 -1.4247 0.4543 -0.1 -0.2 -0.2 0.07
H -1.2303 -2.7129 1.6283 -0.2 0.0 -0.5 0.13
H 0.0761 -0.1359 2.2371 -0.6 0.2 0.2 0.07
H -1.0790 -1.0702 3.2657 0.0 -0.1 -0.4 0.13
H 1.9329 -1.2050 3.0384 -0.3 0.5 0.0 0.11
H 0.8519 -1.8216 4.2589 0.3 -0.6 -0.1 0.12
H 2.2138 -3.4463 2.4477 0.0 0.1 0.0 0.13
H 0.5724 -3.8840 2.8453 -0.2 0.1 -0.1 0.14
C 1.1546 2.3158 1.9318 -0.7 -0.4 -1.3 -0.08
C 0.3807 3.2700 0.9741 -0.2 -0.8 -0.2 -0.19
C -0.8352 2.5604 0.2130 0.4 1.5 -0.2 -0.07
N -1.2368 3.3846 -1.0407 0.2 1.2 1.0 -0.25
C -1.4750 4.8809 -0.6701 -0.2 -1.0 0.8 0.03
C -2.4916 2.8681 -1.7307 0.3 -0.8 0.9 -0.10
C -2.1169 2.7775 -3.1991 -0.9 0.2 -0.5 -0.15
C -0.8149 3.5564 -3.3898 -0.1 -0.8 0.1 -0.13
C -0.1262 3.3208 -2.0365 0.3 1.7 -1.2 -0.12
H 0.4484 1.8357 2.6093 0.3 0.4 0.5 0.06
H 2.0510 2.7372 2.3868 -0.5 0.3 0.3 0.08
H 1.5362 1.4835 1.3404 0.1 -0.1 -0.3 0.05
H 1.0884 3.6806 0.2539 0.0 -0.3 -0.2 0.10
H 0.0407 4.1573 1.5081 -0.3 -0.2 0.2 0.10
H -1.7400 2.4859 0.8163 0.1 0.2 0.2 0.13
H -0.6525 1.5704 -0.2049 0.4 -0.1 0.1 0.10
H -1.9557 5.4966 -1.4304 0.3 -0.6 -0.5 0.11
H -0.5548 5.3569 -0.3313 0.0 -0.3 -0.2 0.09
H -2.1780 4.8418 0.1620 0.1 0.1 0.1 0.11
H -3.3398 3.4815 -1.4263 0.2 0.3 -0.3 0.13
H -2.6985 1.8888 -1.2992 0.2 -0.2 -0.2 0.11
H -2.9284 3.2125 -3.7825 0.1 -0.2 -0.2 0.12
H -2.0098 1.7219 -3.4491 0.1 0.0 -0.1 0.07
H -1.0095 4.5982 -3.6445 0.1 0.1 0.5 0.11
H -0.2225 3.1688 -4.2186 0.0 -0.1 0.1 0.13
H 0.4985 4.1849 -1.8099 0.4 -0.4 0.0 0.12
H 0.4488 2.3950 -2.0172 -0.4 -0.1 0.2 0.14
Cl -1.2941 -0.8554 -2.3247 0.3 0.3 0.6 -0.58

---

[3]
55
Properties=species:S:1:pos:R:3:forces:R:3:lowdin_charge:R:1 method="wB97M-V/def2-TZVPD" charge=+1 e_tot_ev=-32672.8356 e_lumo_ev=-1.55 homo_energy_ev=-10.272 relative_energy_kcal_mol=0.0
Cl -0.2406 0.5630 0.0940 0.2 -0.2 0.1 -0.40
C -6.6794 1.1913 1.4147 0.6 0.4 1.0 -0.09
C -5.2719 1.0133 0.8293 -0.3 0.7 0.2 -0.23
C -5.3951 0.6766 -0.6376 0.4 -0.9 -0.1 -0.14
N -4.1077 0.2255 -1.2878 0.0 -0.2 0.7 -0.26
C -3.1497 1.3619 -1.4002 0.4 0.0 -0.8 -0.02
C -3.4530 -0.8819 -0.4935 0.4 -0.4 0.6 -0.15
C -2.6722 -1.6517 -1.5157 0.1 0.0 -0.9 -0.17
C -3.6077 -1.7029 -2.7296 0.2 -1.1 -0.1 -0.14
C -4.4177 -0.4116 -2.6460 0.5 0.3 0.1 -0.07
H -6.6168 1.6576 2.4043 0.2 0.0 -0.1 0.08
H -7.1238 0.2214 1.6319 -0.4 0.1 -0.6 0.08
H -7.2849 1.8970 0.8492 -0.3 -0.4 -0.3 0.08
H -4.7761 0.2189 1.3822 0.1 -0.1 -0.1 0.11
H -4.6785 1.9159 0.9913 0.0 0.0 -0.1 0.12
H -5.7686 1.4770 -1.2728 -0.2 0.1 0.2 0.14
H -6.0477 -0.1963 -0.7232 -0.2 0.2 -0.1 0.13
H -3.6589 2.2660 -1.7292 -0.2 -0.1 0.2 0.11
H -2.4495 1.0922 -2.1878 0.2 0.1 0.2 0.10
H -2.5777 1.4852 -0.4853 -0.1 0.1 0.1 0.02
H -2.7693 -0.5454 0.2887 -0.2 0.6 -0.2 0.08
H -4.2485 -1.4404 0.0021 -0.1 -0.2 -0.3 0.14
H -1.7833 -1.0878 -1.8093 0.0 0.1 0.4 0.08
H -2.3051 -2.6183 -1.1809 -0.3 -0.1 0.1 0.13
H -3.0426 -1.8354 -3.6535 0.0 0.6 0.0 0.12
H -4.2195 -2.6103 -2.7463 -0.3 0.3 0.5 0.12
H -4.0676 0.2890 -3.3983 -0.4 0.1 -0.1 0.13
H -5.4914 -0.5494 -2.6664 0.0 0.0 -0.3 0.12
C 4.2105 3.0062 -0.3366 0.3 0.0 0.0 -0.08
C 4.6418 1.5847 0.0657 1.0 0.9 0.2 -0.24
C 3.5783 0.9123 0.8859 -0.4 -1.1 -0.5 -0.12
N 3.8466 -0.5487 1.2293 0.8 -0.4 0.8 -0.26
C 2.6505 -1.0992 1.9323 -0.2 0.7 -0.8 0.00
C 5.0514 -0.6683 2.1596 0.0 1.1 0.2 -0.11
C 6.1315 -1.2985 1.3228 0.1 0.3 0.3 -0.15
C 5.3523 -2.3035 0.5032 -0.2 -0.4 -0.1 -0.14
C 4.1736 -1.4631 0.0548 -0.6 0.5 -0.4 -0.09
H 4.3448 3.7021 0.4919 -0.2 -0.1 0.1 0.08
H 3.1837 3.0710 -0.6909 0.0 -0.1 0.0 0.08
H 4.8806 3.3580 -1.1210 -0.1 0.0 -0.1 0.08
H 5.5627 1.7282 0.6473 -0.1 -0.2 0.2 0.11
H 5.0131 1.0525 -0.8089 -0.6 -0.3 -0.1 0.10
H 2.6144 0.8673 0.3671 0.0 0.4 0.1 0.08
H 3.4671 1.3820 1.8605 -0.2 0.2 -0.1 0.14
H 2.8467 -2.1447 2.1413 -0.1 0.0 0.4 0.11
H 1.8307 -0.9777 1.2283 -0.4 -0.1 0.1 0.03
H 2.4579 -0.4591 2.7889 0.0 -0.4 0.3 0.12
H 4.7694 -1.2034 3.0634 -0.1 -0.4 -0.2 0.13
H 5.3199 0.3317 2.5019 0.0 0.0 -0.1 0.13
H 6.9564 -1.6306 1.9498 0.0 -0.3 -0.2 0.13
H 6.5050 -0.5260 0.6464 0.2 -0.1 0.0 0.12
H 4.9483 -3.1312 1.0922 0.4 0.0 0.2 0.12
H 5.9146 -2.7294 -0.3239 -0.1 0.1 -0.1 0.13
H 3.2643 -2.0091 -0.1805 0.1 -0.1 0.0 0.14
H 4.3887 -0.8234 -0.7951 0.2 -0.1 0.0 0.12

---

Listing frontier orbital gap for the structures above in their given order: 8.4; 8.1; 8.7 eV.